{"formula": "C30H60Br28ClNO5PS3", "method": "wB97M-V/def2-TZVPD", "homo_lumo_gap_ha": 0.2725, "molar_mass_g_mol": 2914.75, "fmax_ha_per_bohr": 0.0974, "total_charge": -1, "total_energy_ev": -2059318.2177, "e_homo_ev": -6.0, "lumo_ev": 1.451, "symbols": ["O", "C", "Cl", "C", "S", "O", "O", "N", "S", "O", "O", "P", "S", "H", "H", "H", "H", "Br", "C", "C", "Br", "H", "H", "H", "H", "Br", "C", "C", "Br", "H", "H", "H", "H", "Br", "C", "C", "Br", "H", "H", "H", "H", "Br", "C", "C", "Br", "H", "H", "H", "H", "Br", "C", "C", "Br", "H", "H", "H", "H", "Br", "C", "C", "Br", "H", "H", "H", "H", "Br", "C", "C", "Br", "H", "H", "H", "H", "Br", "C", "C", "Br", "H", "H", "H", "H", "Br", "C", "C", "Br", "H", "H", "H", "H", "Br", "C", "C", "Br", "H", "H", "H", "H", "Br", "C", "C", "Br", "H", "H", "H", "H", "Br", "C", "C", "Br", "H", "H", "H", "H", "Br", "C", "C", "Br", "H", "H", "H", "H", "Br", "C", "C", "Br", "H", "H", "H", "H"], "xyz": [[-2.467, 0.158, -2.150], [-1.912, 0.137, -1.088], [-1.124, 1.649, -0.570], [-1.980, -1.185, -0.257], [-0.465, -1.641, 0.694], [-0.162, -3.079, 0.544], [-0.821, -1.427, 2.114], [0.849, -0.688, 0.382], [1.699, -1.145, -0.998], [2.191, 0.100, -1.626], [2.843, -1.988, -0.649], [0.508, -2.097, -2.546], [1.736, -3.074, -3.690], [-2.155, -2.019, -0.989], [-2.834, -1.192, 0.473], [-0.473, -2.999, -2.038], [-0.133, -1.073, -3.320], [-0.125, 5.402, 0.359], [-1.421, 5.989, 1.689], [-1.986, 4.822, 2.456], [-3.306, 3.850, 1.403], [-2.180, 6.561, 1.162], [-0.866, 6.651, 2.354], [-2.526, 5.169, 3.337], [-1.230, 4.101, 2.760], [-4.573, 0.365, 2.556], [-6.024, 1.661, 2.583], [-6.593, 1.816, 3.969], [-7.744, 0.312, 4.426], [-6.759, 1.332, 1.851], [-5.575, 2.595, 2.246], [-7.237, 2.693, 4.023], [-5.832, 1.881, 4.743], [3.679, -0.378, -5.753], [4.801, 0.397, -4.364], [6.059, -0.406, -4.166], [5.703, -2.036, -3.162], [4.189, 0.466, -3.465], [5.038, 1.400, -4.717], [6.777, 0.148, -3.562], [6.532, -0.703, -5.100], [-3.753, 1.408, -7.637], [-4.698, 0.850, -6.027], [-4.349, 1.733, -4.857], [-2.594, 1.298, -4.125], [-4.457, -0.198, -5.861], [-5.756, 0.941, -6.275], [-5.043, 1.567, -4.032], [-4.338, 2.788, -5.109], [-8.574, 2.173, -5.263], [-8.736, 3.545, -6.638], [-7.530, 3.557, -7.543], [-6.005, 4.409, -6.688], [-8.899, 4.491, -6.127], [-9.632, 3.279, -7.199], [-7.724, 4.154, -8.434], [-7.211, 2.560, -7.842], [-8.445, 0.205, -0.863], [-8.907, -0.706, 0.797], [-9.475, -2.075, 0.531], [-11.322, -1.971, -0.083], [-9.590, -0.055, 1.337], [-7.971, -0.781, 1.350], [-9.515, -2.658, 1.451], [-8.921, -2.630, -0.222], [-4.500, -2.792, 5.854], [-2.861, -2.473, 4.841], [-1.738, -2.035, 5.742], [-1.934, -0.169, 6.271], [-3.101, -1.746, 4.069], [-2.626, -3.428, 4.372], [-0.784, -2.081, 5.215], [-1.669, -2.617, 6.660], [7.620, 2.178, -6.334], [8.740, 2.953, -4.942], [9.998, 2.148, -4.742], [9.645, 0.517, -3.737], [8.128, 3.025, -4.045], [8.979, 3.956, -5.296], [10.716, 2.703, -4.136], [10.471, 1.848, -5.677], [-2.388, -6.307, 7.628], [-0.756, -5.987, 6.613], [0.370, -5.551, 7.514], [0.171, -3.687, 8.043], [-0.998, -5.258, 5.844], [-0.522, -6.942, 6.143], [1.323, -5.595, 6.987], [0.440, -6.134, 8.428], [-3.081, 5.441, -2.508], [-3.932, 7.192, -2.527], [-3.618, 7.970, -1.274], [-4.665, 7.326, 0.238], [-4.997, 7.025, -2.671], [-3.524, 7.697, -3.402], [-3.902, 9.016, -1.391], [-2.571, 7.913, -0.983], [1.741, -6.047, 10.834], [0.035, -6.292, 11.742], [-0.863, -5.095, 11.554], [-0.315, -3.613, 12.692], [0.258, -6.501, 12.785], [-0.406, -7.177, 11.283], [-1.881, -5.329, 11.863], [-0.874, -4.723, 10.531], [14.402, 3.045, -8.409], [13.890, 2.152, -6.757], [13.318, 0.783, -7.025], [11.491, 0.894, -7.689], [13.196, 2.812, -6.242], [14.810, 2.075, -6.178], [13.249, 0.209, -6.101], [13.888, 0.217, -7.758], [7.241, -4.220, -6.656], [6.734, -5.114, -5.001], [6.169, -6.485, -5.270], [4.340, -6.381, -5.933], [6.038, -4.456, -4.484], [7.656, -5.186, -4.424], [6.104, -7.059, -4.347], [6.741, -7.048, -6.004], [3.246, -1.725, 6.987], [2.349, 0.003, 6.992], [2.652, 0.773, 8.250], [1.634, 0.086, 9.764], [1.287, -0.190, 6.852], [2.737, 0.527, 6.119], [2.341, 1.812, 8.147], [3.702, 0.738, 8.532]], "mulliken_charge": [-0.413, 0.340, -0.008, -0.445, 0.930, -0.661, -0.613, -0.368, 0.993, -0.619, -0.594, 0.158, -0.285, 0.364, 0.147, 0.058, 0.029, -0.125, -0.028, -0.694, -0.073, -0.224, 0.385, 0.364, 0.418, 0.035, -0.089, -0.610, -0.180, 0.122, -0.006, 0.388, 0.368, -0.159, -0.357, -0.391, -0.134, 0.291, 0.279, 0.039, 0.432, -0.158, -0.474, -0.365, -0.084, 0.435, 0.186, 0.276, 0.148, -0.134, -0.565, -0.596, -0.101, 0.375, 0.337, 0.359, 0.347, -0.118, -0.391, -0.639, -0.158, 0.419, 0.116, 0.374, 0.400, -0.182, -0.120, -0.531, -0.178, -0.112, 0.377, 0.440, 0.256, -0.152, -0.627, 0.133, -0.104, 0.405, 0.379, 0.328, -0.340, -0.140, -0.549, -0.441, -0.038, 0.251, 0.417, 0.373, 0.149, -0.070, -0.684, -0.494, -0.164, 0.383, 0.341, 0.372, 0.320, -0.139, -0.619, -0.153, -0.133, 0.412, 0.332, 0.348, -0.039, -0.132, -0.496, -0.632, -0.128, 0.276, 0.364, 0.337, 0.406, -0.152, -0.380, -0.583, -0.133, 0.119, 0.360, 0.353, 0.379, -0.128, -0.298, -0.544, -0.142, 0.016, 0.356, 0.336, 0.382]}